P:
Molecular formula: C3H5N2OS
Method: DFT, ωB97M-V/def2-TZVPD

## Properties
* lowest unoccupied orbital energy: -0.224 Eh
* charge: +1
* HOMO level: -14.489 eV
* orbital gap: 8.381 eV

Each line ends with the Mulliken charge.
Element x y z (Å)
C  -0.83  1.25  -0.38  -0.063
C  1.25  0.82  0.49  0.053
C  0.01  -1.11  -0.10  -0.659
N  0.34  1.56  -0.19  -0.324
N  1.20  -0.45  0.39  -0.058
O  -2.73  -0.48  -0.39  -0.504
S  -1.56  -0.17  0.44  0.458
H  -1.43  1.60  -1.08  0.552
H  1.99  1.34  1.11  0.407
H  -0.02  -1.23  -1.14  0.411
H  -0.21  -2.12  0.15  0.429
H  2.01  -1.00  0.71  0.297

---

Q:
Molecular formula: C3H5N2OS
Method: DFT, ωB97M-V/def2-TZVPD

## Properties
* lowest unoccupied orbital energy: -0.160 Eh
* charge: +1
* HOMO level: -14.006 eV
* structure (SMILES): C1=[NH+]O[C@@H]2S[C@@H]2N1
* orbital gap: 9.661 eV

Each line ends with the Mulliken charge.
Element x y z (Å)
C  0.76  -0.88  -0.10  0.025
C  -1.19  0.47  -0.22  -0.496
C  -0.68  1.21  1.01  -0.115
N  -0.30  -0.57  -0.78  -0.185
N  1.16  -0.20  0.95  -0.038
O  0.57  0.89  1.46  -0.238
S  -2.07  0.11  1.38  -0.005
H  1.24  -1.71  -0.49  0.441
H  -1.73  0.81  -1.00  0.592
H  -0.83  2.35  1.13  0.414
H  -0.67  -1.35  -1.36  0.302
H  1.72  -0.57  1.76  0.302

---

R:
Molecular formula: C3H5N2OS
Method: DFT, ωB97M-V/def2-TZVPD

## Properties
* lowest unoccupied orbital energy: -0.193 Eh
* charge: +1
* HOMO level: -12.662 eV
* orbital gap: 7.412 eV

Each line ends with the Mulliken charge.
Element x y z (Å)
C  0.83  0.98  -0.04  0.545
C  3.23  0.44  0.10  0.655
C  0.38  -0.25  0.10  -0.693
N  2.25  1.09  0.51  -0.154
N  -1.03  -0.36  -0.24  -0.345
O  0.31  1.97  -0.50  -0.636
S  4.30  -0.57  -0.18  -0.169
H  0.84  -1.15  0.54  0.301
H  2.42  2.07  0.61  0.342
H  -1.57  0.59  -0.41  0.417
H  -1.45  -0.96  0.48  0.380
H  -1.29  -0.85  -1.16  0.356

---

It is R that is most stable; the runner-up trails by 0.593 eV.

---

P:
Molecular formula: C3H11NOS2
Method: DFT, ωB97M-V/def2-TZVPD

## Properties
* lowest unoccupied orbital energy: 0.019 Eh
* HOMO level: -8.009 eV
* structure (SMILES): CSSCCN.O
* orbital gap: 8.529 eV

Each line ends with the Mulliken charge.
Element x y z (Å)
N  0.42  -2.38  -1.12  -0.587
C  -0.68  -1.66  -1.87  -0.683
C  -0.44  -0.12  -2.09  -0.600
S  0.21  0.61  -0.54  -0.119
S  -1.46  0.43  0.54  -0.065
C  -0.62  0.38  2.29  -0.699
H  1.20  -2.24  -1.77  0.269
H  0.60  -1.66  -0.38  0.255
H  -0.90  -2.15  -2.77  0.419
H  -1.60  -1.68  -1.29  0.362
H  0.39  0.02  -2.92  0.297
H  -1.30  0.38  -2.45  0.382
H  -1.36  0.96  2.97  0.297
H  -0.56  -0.65  2.37  0.312
H  0.30  1.02  2.38  0.173
H  2.97  0.82  1.48  0.320
H  2.83  1.17  3.04  0.321
O  3.09  1.55  2.14  -0.654

---

Q:
Molecular formula: C3H11NOS2
Method: DFT, ωB97M-V/def2-TZVPD

## Properties
* lowest unoccupied orbital energy: 0.020 Eh
* HOMO level: -8.666 eV
* structure (SMILES): C[C@@H](N)CSS.O
* orbital gap: 9.221 eV

Each line ends with the Mulliken charge.
Element x y z (Å)
N  -0.09  -1.14  -0.14  -0.481
C  0.17  -0.51  1.16  0.137
C  -0.57  -1.15  2.32  -1.276
C  0.14  1.07  1.09  -0.780
S  1.44  1.41  -0.22  -0.053
S  0.89  3.36  -0.59  -0.245
H  0.67  -1.82  -0.41  0.225
H  -0.55  -0.64  -0.89  0.214
H  1.24  -0.83  1.33  0.303
H  -1.68  -0.82  2.39  0.267
H  -0.46  -2.19  2.36  0.369
H  -0.18  -0.78  3.37  0.287
H  -0.91  1.32  0.94  0.450
H  0.49  1.53  2.03  0.420
H  -0.01  2.94  -1.51  0.165
H  -0.45  -0.79  -3.67  0.314
H  0.17  -0.77  -5.11  0.328
O  -0.31  -0.19  -4.43  -0.643

---

It is Q that is most stable; the runner-up trails by 0.330 eV.

---

P:
Molecular formula: C3H11NOS2
Method: DFT, ωB97M-V/def2-TZVPD

## Properties
* lowest unoccupied orbital energy: 0.019 Eh
* HOMO level: -8.514 eV
* structure (SMILES): C[C@H](N)CSS.O
* orbital gap: 9.032 eV

Each line ends with the Mulliken charge.
Element x y z (Å)
N  -1.38  0.34  1.13  -0.508
C  -0.28  0.47  0.25  0.103
C  0.12  1.99  -0.11  -1.478
C  1.07  -0.11  0.97  -0.666
S  1.68  -1.72  0.40  -0.102
S  0.12  -3.00  0.87  -0.159
H  -2.28  0.45  0.69  0.229
H  -1.37  0.94  1.91  0.219
H  -0.44  0.00  -0.74  0.489
H  -0.40  2.54  -0.98  0.285
H  1.15  2.00  -0.36  0.408
H  0.11  2.56  0.78  0.400
H  0.65  -0.21  2.05  0.310
H  1.89  0.65  0.84  0.332
H  -0.72  -2.15  0.36  0.145
H  -0.59  -2.10  -2.55  0.327
H  0.82  -1.39  -2.61  0.330
O  -0.15  -1.26  -2.90  -0.663

---

Q:
Molecular formula: C3H11NOS2
Method: DFT, ωB97M-V/def2-TZVPD

## Properties
* lowest unoccupied orbital energy: 0.014 Eh
* HOMO level: -8.700 eV
* structure (SMILES): C[C@H](N)CSS.O
* orbital gap: 9.091 eV

Each line ends with the Mulliken charge.
Element x y z (Å)
N  0.57  -2.19  0.14  -0.608
C  1.29  -1.10  -0.53  0.317
C  1.93  -1.67  -1.79  -1.410
C  0.32  0.01  -1.00  -0.996
S  -0.44  0.88  0.39  0.034
S  -1.96  1.86  -0.66  -0.257
H  0.99  -2.50  1.01  0.242
H  -0.36  -1.85  0.37  0.300
H  2.07  -0.61  0.06  0.251
H  1.16  -2.17  -2.40  0.333
H  2.63  -2.45  -1.48  0.335
H  2.46  -0.93  -2.39  0.402
H  -0.45  -0.42  -1.64  0.497
H  1.00  0.62  -1.61  0.436
H  -2.92  1.42  0.17  0.153
H  1.33  -0.96  2.51  0.275
H  1.14  0.40  3.14  0.312
O  0.75  -0.47  3.11  -0.616

---

It is Q that is most stable; the runner-up trails by 0.717 eV.